# 1
ORCA calculation (ωB97M-V with the def2-TZVPD basis set) on an isolated ion of composition CH2BrO2S and charge -1 in a non-equilibrium geometry.

Last column: Mulliken charge in e.
Positions of all 7 atoms, in Å:
Br 0.730 0.386 -2.108  -0.2600
S -0.894 -0.782 0.427  0.4387
O -1.061 -0.249 1.803  -0.6129
O -1.841 -0.288 -0.546  -0.5540
C 0.788 0.124 -0.077  -0.6194
H 0.650 1.235 0.264  0.2382
H 1.628 -0.427 0.237  0.3693

Results
* gap between HOMO and LUMO: 6.813 eV
* total charge: -1
* energy relative to the best compared isomer or geometry (same formula, charge and spin): 7.8 kcal/mol
* LUMO energy: 3.506 eV

---

# 2
ORCA calculation (ωB97M-V with the def2-TZVPD basis set) on C30H10Cl7F5N4O2STa as an isolated structure in a non-equilibrium geometry.

Last column: Mulliken charge in e.
Positions of all 60 atoms, in Å:
Ta 13.140 10.882 6.560  -0.1241
Cl 18.895 11.243 7.092  -0.1690
Cl 13.481 10.643 10.065  -0.1145
Cl 16.076 11.597 5.429  -0.1261
Cl 7.194 12.073 9.871  -0.1885
Cl 6.841 8.907 9.106  -0.2037
Cl 18.823 11.286 10.067  -0.1601
Cl 16.234 10.833 11.683  -0.1347
S 12.483 10.805 4.239  -0.5174
F 10.285 8.790 4.321  -0.4434
F 7.632 9.156 4.683  -0.3448
F 11.084 13.348 4.695  -0.4152
F 6.741 11.695 5.415  -0.3313
F 8.518 13.781 5.308  -0.3187
O 11.714 13.714 9.307  -0.6186
O 11.168 7.348 7.414  -0.6413
N 11.852 11.849 7.880  1.2378
N 11.711 9.523 7.110  0.8879
N 14.053 8.793 6.075  0.1898
N 13.446 13.216 6.351  0.6508
C 10.709 11.252 8.356  -0.4046
C 14.769 6.128 5.697  -0.4482
C 9.860 10.013 4.598  0.3661
C 16.167 11.287 7.192  0.5439
C 14.086 15.924 6.662  -0.4950
C 8.514 10.223 4.777  0.1211
C 10.233 12.353 4.801  0.2511
C 12.152 13.129 8.359  -0.3667
C 13.064 13.919 7.414  0.9166
C 14.989 10.865 9.223  0.6194
C 11.955 8.152 7.022  0.6565
C 10.760 11.106 4.535  0.4269
C 15.311 8.481 5.563  -0.3189
C 9.428 9.225 8.085  -0.7127
C 13.206 7.774 6.414  0.5782
C 10.597 9.947 7.860  0.7215
C 8.883 12.552 5.080  0.1413
C 13.460 15.211 7.679  -0.6395
C 14.451 15.246 5.520  -1.1304
C 15.644 7.161 5.284  -0.8556
C 14.967 10.986 7.829  -0.6084
C 8.503 11.109 9.253  0.1161
C 9.680 11.815 9.049  -1.5452
C 8.060 11.490 5.146  0.8211
C 17.348 11.178 9.236  0.5044
C 14.051 13.896 5.375  -0.3578
C 8.375 9.804 8.741  -0.1365
C 13.548 6.437 6.196  -0.9323
C 17.398 11.312 7.874  -0.1531
C 16.140 10.965 9.988  -0.3550
H 15.121 5.166 5.548  0.5497
H 12.895 5.641 6.480  0.5543
H 14.356 13.273 4.483  0.6109
H 14.317 16.959 6.870  0.4731
H 15.880 9.314 5.263  0.5814
H 9.729 12.851 9.335  0.6726
H 9.348 8.253 7.594  0.6637
H 13.241 15.671 8.653  0.5237
H 16.544 7.023 4.733  0.4731
H 14.946 15.736 4.671  0.4585

Results
* gap between HOMO and LUMO: 6.148 eV
* total charge: +1
* energy relative to the best compared isomer or geometry (same formula, charge and spin): 7.4 kcal/mol
* LUMO energy: -4.832 eV

---

# 3
ORCA calculation (ωB97M-V with the def2-TZVPD basis set) on a 2-piece molecular cluster, C3HNO3 overall in a non-equilibrium geometry.

Last column: Mulliken charge in e.
Positions of all 8 atoms, in Å:
O 1.809 1.430 -1.369  -0.4621
O -0.457 -1.159 -2.280  -0.4577
O 2.986 2.864 1.207  -0.1165
N -0.582 0.982 -0.973  -0.2192
C 1.980 2.522 1.590  0.1083
C -0.237 -0.088 -1.813  0.4366
C 0.731 0.933 -1.495  0.4208
H -1.329 1.319 -0.281  0.2898

Results
* gap between HOMO and LUMO: 10.889 eV
* energy relative to the best compared isomer or geometry (same formula, charge and spin): 34.3 kcal/mol
* LUMO energy: 0.395 eV

---

> Number 1 is which compound?

CH2BrO2S